No. 1
Formula: C2H9N3O
Source: OMol25
Level of theory: ωB97M-V/def2-TZVPD

* total charge: -1
* 2S+1: 2
* HOMO level (alpha / beta): -0.098 / -0.096 hartree
* relative energy (zero: lowest compared OMol25 entry of this formula, charge and spin): 103.52 kJ/mol

Structure (XYZ):
```
15
Properties=species:S:1:pos:R:3:forces:R:3
O -0.629 -0.558 -1.957 -1.226 0.190 0.685
N 1.504 -0.787 0.231 -0.091 0.307 -0.203
N 2.533 1.190 -0.500 -0.611 0.864 1.016
N -2.330 0.284 -0.365 -0.616 0.029 0.487
C -1.487 0.214 0.797 -0.519 0.402 0.528
C 2.253 0.315 0.436 -0.052 -0.818 -1.505
H 0.085 -0.630 -1.298 0.673 -0.279 0.229
H -1.162 -0.776 1.134 0.157 0.013 -0.425
H -0.643 0.882 0.649 0.225 -0.278 0.022
H -3.020 -0.472 -0.397 0.144 -0.071 0.413
H 1.756 -1.555 0.840 -0.149 0.183 0.579
H 1.915 0.990 -1.289 0.365 -0.327 -0.194
H -2.054 0.615 1.649 -0.188 0.125 0.069
H 2.696 0.513 1.415 0.383 -0.158 0.190
H -1.417 -0.225 -1.347 1.504 -0.182 -1.891
```
Positions in Å, forces in eV/Å.

***

No. 2
Formula: CH4N2O2
Source: OMol25
Level of theory: ωB97M-V/def2-TZVPD

* total charge: 0
* 2S+1: 3
* HOMO level (alpha / beta): -0.254 / -0.364 hartree
* relative energy (zero: lowest compared OMol25 entry of this formula, charge and spin): 349.25 kJ/mol

Structure (XYZ):
```
9
Properties=species:S:1:pos:R:3:forces:R:3
O 1.087 0.642 0.192 0.946 0.742 -0.101
O -0.818 -1.093 0.278 -5.844 -0.666 0.272
N -1.362 0.087 0.235 1.330 -2.165 -1.565
N 0.986 -0.566 0.599 3.983 -0.419 1.366
C -0.817 0.783 -0.701 0.218 2.182 0.137
H -0.228 0.409 -1.538 -0.571 -0.391 0.273
H -0.940 1.862 -0.675 -0.536 -0.177 -0.095
H 1.302 -1.355 0.028 0.113 0.583 0.159
H 0.790 -0.768 1.582 0.362 0.311 -0.444
```
Positions in Å, forces in eV/Å.

***

No. 3
Formula: C37H41BN11NiO4S
Source: OMol25
Level of theory: ωB97M-V/def2-TZVPD

* total charge: 0
* 2S+1: 2
* HOMO level (alpha / beta): -0.266 / -0.266 hartree
* relative energy (zero: lowest compared OMol25 entry of this formula, charge and spin): 0.00 kJ/mol

Structure (XYZ):
```
96
Properties=species:S:1:pos:R:3:forces:R:3
Ni -0.204 0.645 0.134 -0.422 -0.054 -0.118
S -0.872 -0.478 -5.614 0.072 -0.034 0.078
O -0.204 -0.790 -6.843 -0.053 0.001 0.025
O -1.902 0.518 -5.546 -0.047 -0.010 -0.010
O 1.644 -1.818 -1.588 0.088 -0.203 0.068
O 1.329 0.372 -1.281 -0.183 0.416 0.343
N -0.814 -1.940 1.435 -0.112 -0.015 0.105
N -1.710 -2.628 4.155 -0.162 0.032 -0.124
N -0.781 -1.286 0.253 0.124 0.114 0.025
N 1.336 -1.176 2.573 0.085 0.079 -0.016
N 0.281 -0.025 -4.546 -0.242 -0.066 -0.295
N -0.798 0.111 2.923 -0.275 -0.066 0.023
N 0.842 2.463 0.387 0.604 -0.201 0.186
N -1.187 1.778 -1.308 -0.146 0.155 -0.105
N -1.210 0.915 1.921 0.389 0.073 -0.101
N 1.904 -0.098 1.799 -0.044 0.217 0.155
N -0.471 -2.136 3.937 -0.019 -0.088 0.033
C 4.219 0.406 0.941 0.028 -0.045 -0.022
C -1.591 -3.341 -0.083 0.015 0.049 0.069
C -2.516 -4.335 -3.841 -0.007 0.037 -0.003
C -1.146 0.645 4.107 -0.002 0.057 0.098
C 2.138 3.026 3.838 0.008 0.087 0.036
C 0.985 4.508 1.719 0.020 0.066 0.073
C -1.296 -3.181 1.253 -0.030 -0.195 -0.050
C 3.443 -1.835 2.025 0.001 0.060 -0.005
C 2.333 -0.332 -3.307 0.171 -0.154 -0.006
C 0.192 5.388 0.774 0.024 0.042 -0.036
C -1.082 -3.208 -5.428 0.030 -0.022 0.017
C -1.803 2.696 -3.299 0.168 0.198 -0.042
C -2.089 1.750 -2.253 0.122 0.015 0.095
C 1.443 -0.899 -4.396 0.105 -0.114 -0.101
C 1.976 4.349 3.959 0.054 -0.186 0.031
C 1.216 3.075 1.495 -0.414 0.066 -0.098
C -2.976 -3.094 -3.404 -0.040 -0.011 -0.065
C 0.278 -2.232 5.061 -0.051 -0.009 0.153
C -0.264 2.760 -1.683 0.116 0.004 0.174
C 1.716 -0.642 -1.943 0.213 -0.154 -0.107
C 2.336 -2.133 2.693 0.034 0.034 -0.098
C 1.383 5.077 2.885 -0.056 -0.024 -0.176
C -1.244 -2.119 -0.662 0.094 0.139 -0.043
C -1.723 -3.049 5.404 0.050 -0.017 0.012
C -1.573 -4.375 -4.860 0.030 0.018 -0.006
C -1.781 1.844 3.876 0.037 -0.055 0.008
C -3.033 -5.596 -3.213 -0.037 -0.028 -0.023
C 2.099 0.988 2.716 -0.050 0.082 0.006
C 1.792 2.307 2.617 0.063 -0.107 0.045
C 0.732 3.085 -0.816 -0.261 0.098 -0.310
C -2.497 -1.924 -3.962 -0.026 -0.040 -0.091
C -0.487 -2.825 6.034 0.068 0.048 -0.036
C -0.641 3.316 -2.948 -0.205 -0.105 -0.079
C -1.300 5.057 0.735 0.035 -0.010 -0.005
C -1.794 1.960 2.485 -0.081 0.026 -0.106
C -1.542 -1.987 -4.969 -0.047 0.109 -0.026
C 3.164 -0.656 1.135 0.025 -0.019 -0.072
B -0.196 -1.303 2.690 0.097 0.001 -0.079
H 2.547 2.447 4.656 0.008 -0.027 0.008
H 3.303 -0.830 -3.360 -0.021 0.002 0.028
H 3.842 1.207 0.304 -0.014 0.023 -0.010
H -1.282 -1.817 -1.695 0.034 0.004 0.051
H -1.830 5.795 0.135 -0.026 0.028 -0.027
H -4.123 -5.608 -3.202 -0.018 -0.006 0.011
H 0.589 5.394 -0.239 -0.010 0.009 0.030
H 1.152 -1.919 -4.111 0.055 0.049 -0.044
H 4.338 -2.425 1.967 0.098 -0.093 -0.009
H -3.719 -3.048 -2.618 -0.021 0.011 0.038
H 2.470 0.740 -3.443 -0.007 -0.003 -0.010
H -2.687 -6.476 -3.751 0.009 -0.030 -0.009
H 1.950 -0.938 -5.359 0.005 0.042 0.017
H 5.064 -0.056 0.431 0.025 0.008 -0.023
H -2.865 -0.961 -3.637 -0.028 0.050 0.027
H -1.413 -3.851 2.083 -0.016 -0.032 0.045
H -0.132 0.287 -3.677 -0.034 0.138 0.195
H -1.718 5.069 1.742 -0.020 0.022 0.045
H -0.938 0.130 5.027 -0.001 -0.069 0.108
H 2.250 4.860 4.870 0.016 0.028 0.040
H -1.992 -4.212 -0.565 -0.030 -0.068 -0.023
H -0.113 4.078 -3.494 0.060 0.089 -0.049
H -2.217 2.733 1.867 0.027 0.015 -0.019
H 1.476 3.824 -1.093 0.028 -0.066 0.017
H -0.352 -3.236 -6.224 0.040 -0.013 -0.049
H 1.283 -1.857 5.100 0.115 0.041 0.022
H -2.376 2.839 -4.197 -0.048 -0.030 -0.076
H 0.313 6.412 1.133 -0.012 -0.008 -0.010
H -0.198 -3.062 7.041 0.033 -0.022 0.087
H -2.914 1.053 -2.212 -0.047 -0.014 -0.016
H 4.576 0.823 1.883 -0.006 -0.023 0.009
H -2.201 2.514 4.601 -0.036 0.056 0.077
H 2.136 -2.995 3.306 -0.007 -0.063 0.043
H -1.214 -5.332 -5.214 0.015 -0.038 -0.021
H -2.695 -5.679 -2.180 0.008 -0.027 0.039
H 2.813 -1.032 0.175 -0.022 0.030 -0.147
H -1.485 4.079 0.296 -0.011 -0.029 -0.017
H -2.614 -3.500 5.807 -0.079 -0.038 0.028
H 1.232 0.198 1.000 0.006 -0.265 0.173
H 2.492 0.619 3.654 -0.013 -0.028 0.013
H 1.198 6.134 3.028 -0.018 0.058 0.006
```
Positions in Å, forces in eV/Å.

***

No. 4
Formula: C16H24Cl3NOSn
Source: OMol25
Level of theory: ωB97M-V/def2-TZVPD

* total charge: -2
* 2S+1: 1
* HOMO level: -0.047 hartree
* relative energy (zero: lowest compared OMol25 entry of this formula, charge and spin): 0.00 kJ/mol

Structure (XYZ):
```
46
Properties=species:S:1:pos:R:3:forces:R:3
Sn -0.416 -0.129 0.485 0.436 0.565 -0.916
Cl -3.449 -3.710 0.347 -0.163 -0.313 -0.034
Cl 0.411 -2.408 0.496 -0.318 0.637 -0.159
Cl -2.746 -0.391 0.514 0.269 0.179 0.379
O -0.343 1.862 0.766 0.193 0.352 0.421
N 0.871 -0.092 2.292 -0.192 -0.157 -0.226
C 0.474 -1.060 -2.341 -0.343 1.253 -0.105
C 2.407 -0.013 3.936 0.114 0.293 -1.069
C -0.832 -0.486 -2.317 1.364 0.009 0.343
C 1.331 2.541 -1.696 0.071 0.341 -0.002
C 3.173 0.685 1.562 0.258 0.235 -0.613
C -2.097 -1.205 -2.639 -0.270 -0.278 0.083
C 1.428 -0.029 -2.075 -1.205 0.056 -0.325
C 0.773 -2.493 -2.606 -0.046 -0.213 -0.120
C 0.264 -0.525 3.433 1.359 0.274 1.172
C 0.726 1.197 -1.896 -0.075 -1.219 0.140
C 2.904 -0.222 -2.049 0.288 -0.106 -0.036
C 1.194 -0.475 4.491 -0.904 0.013 -0.941
C -0.684 0.922 -2.018 0.741 -0.889 0.689
C -1.159 -0.939 3.489 -0.387 -0.036 -0.082
C -1.774 1.934 -2.026 -0.214 0.281 -0.086
C 2.191 0.205 2.554 -0.737 -0.474 2.063
H 0.629 3.206 -1.175 0.270 -0.153 -0.112
H 3.411 0.632 -1.578 -0.021 -0.234 -0.123
H -1.419 -1.198 4.523 0.009 0.022 -0.248
H -2.701 1.519 -1.607 0.223 0.171 -0.090
H -2.972 -0.602 -2.363 0.179 -0.252 -0.079
H 0.839 -2.679 -3.690 0.047 -0.129 0.092
H 3.168 -1.137 -1.492 0.051 0.288 -0.151
H -1.820 -0.118 3.165 0.046 -0.283 0.150
H 1.586 2.996 -2.670 0.024 0.043 0.226
H 3.554 1.678 1.846 0.012 -0.157 -0.155
H 2.256 2.489 -1.100 -0.218 0.083 -0.134
H -2.157 -2.154 -2.077 -0.181 0.295 -0.177
H -1.986 2.271 -3.057 -0.028 -0.027 0.203
H 2.719 0.771 0.566 0.100 -0.023 0.172
H 3.349 0.182 4.450 -0.225 -0.120 -0.120
H 1.726 -2.785 -2.145 -0.192 -0.049 -0.114
H 0.339 2.129 1.413 -0.514 -0.554 -0.350
H -0.016 -3.134 -2.191 0.255 0.066 -0.145
H 0.937 -0.716 5.514 0.225 -0.024 -0.024
H -1.485 2.810 -1.431 -0.176 -0.201 -0.108
H 3.298 -0.324 -3.076 0.090 -0.014 0.273
H -1.371 -1.810 2.846 -0.026 0.211 0.210
H 4.035 0.004 1.478 -0.217 0.173 -0.040
H -2.167 -1.438 -3.718 0.033 0.064 0.271
```
Positions in Å, forces in eV/Å.

***

No. 5
Formula: CH6N2O
Source: OMol25
Level of theory: ωB97M-V/def2-TZVPD

* total charge: 0
* 2S+1: 1
* HOMO level: -0.330 hartree
* relative energy (zero: lowest compared OMol25 entry of this formula, charge and spin): 77.10 kJ/mol
* SMILES: [H]/N=C\N.O

Structure (XYZ):
```
10
Properties=species:S:1:pos:R:3:forces:R:3
O 1.417 -1.746 -0.314 0.073 -0.072 0.141
N -1.061 1.700 -1.093 -0.277 -0.875 -0.377
N -0.646 0.522 0.918 0.238 -0.445 0.162
C -0.312 1.047 -0.298 -0.014 1.079 0.290
H -2.040 1.513 -0.855 0.015 0.484 0.101
H 0.756 1.048 -0.494 0.112 -0.188 0.028
H 2.365 -1.796 -0.149 -0.069 -0.016 -0.052
H 1.116 -2.662 -0.306 0.021 0.106 -0.030
H 0.007 -0.093 1.371 -0.043 -0.092 -0.107
H -1.602 0.466 1.221 -0.056 0.019 -0.156
```
Positions in Å, forces in eV/Å.

***

No. 6
Formula: C4H12
Source: OMol25
Level of theory: ωB97M-V/def2-TZVPD

* total charge: 0
* 2S+1: 1
* HOMO level: -0.421 hartree
* relative energy (zero: lowest compared OMol25 entry of this formula, charge and spin): 36.41 kJ/mol
* SMILES: CC.CC

Structure (XYZ):
```
16
Properties=species:S:1:pos:R:3:forces:R:3
C -1.063 -0.835 -2.183 -0.261 -0.054 -1.564
C 0.652 1.544 2.373 0.308 1.326 -0.084
C 0.029 0.371 1.653 0.129 -0.948 -0.656
C 0.371 -1.122 -1.763 -0.425 0.339 0.356
H 0.808 -0.380 1.506 -0.225 -0.218 0.024
H 1.685 1.380 2.684 -0.159 -0.476 0.227
H -0.828 -0.125 2.103 0.161 0.117 0.668
H 0.782 2.416 1.720 -0.355 -0.127 -0.078
H 0.105 1.917 3.239 -0.109 -0.209 0.022
H 0.533 -2.170 -1.530 0.028 -0.022 0.305
H -1.861 -1.233 -1.559 0.310 0.127 0.569
H 1.124 -0.843 -2.498 -0.221 0.088 -0.286
H -1.193 0.241 -2.316 -0.182 0.003 0.235
H -1.316 -1.255 -3.168 0.290 -0.017 0.051
H 0.526 -0.465 -0.907 0.512 -0.527 0.216
H -0.353 0.559 0.649 0.199 0.599 -0.006
```
Positions in Å, forces in eV/Å.